# 1
21
Properties=species:S:1:pos:R:3 method="wB97M-V/def2-TZVPD" homo_lumo_gap_ev=8.0040 relative_energy_kcal_mol=110.41 e_homo_ha=-0.286
H 1.89 -0.69 0.33
H -1.26 1.30 -2.64
H 0.07 0.14 -3.06
H -0.46 1.30 3.09
H -1.34 0.47 -4.19
H -0.45 1.44 0.78
H 1.41 1.13 3.06
N -0.65 -2.32 0.93
N 1.60 -0.20 -0.63
H -0.21 -1.55 -1.00
H -0.22 1.62 -4.07
C 0.49 1.01 1.15
H 1.26 1.73 0.88
C -0.50 -1.20 -0.02
H -1.46 -0.68 -0.07
C 0.44 0.82 2.72
C -0.66 0.86 -3.42
C 0.61 -0.22 0.33
H -1.19 -2.08 1.74
H 0.38 -0.25 2.93
H 0.26 -2.66 1.16

---

# 2
21
Properties=species:S:1:pos:R:3 method="wB97M-V/def2-TZVPD" homo_lumo_gap_ev=9.5479 relative_energy_kcal_mol=52.05 smiles=CC(C)NCCN e_homo_ha=-0.309
C 0.63 2.77 0.37
H -1.87 1.66 0.80
H 0.96 1.11 1.66
H -1.51 0.33 1.84
H 0.03 3.48 1.05
C 0.43 -1.17 0.15
H 1.68 2.86 0.69
N 0.30 0.25 -0.23
H -0.46 -1.44 0.83
H 0.67 -3.08 -0.45
H 1.25 -1.31 0.98
H 1.33 -2.06 -1.69
C 0.20 1.26 0.83
H -0.91 -3.03 -2.32
H 0.29 2.98 -0.61
H -0.38 0.36 -0.95
C 0.60 -2.14 -1.01
N -0.81 -2.23 -1.68
H -1.14 1.70 2.54
H -0.99 -1.49 -2.37
C -1.10 1.24 1.56

---

Please write out number 2 again, unchanged.
21
Properties=species:S:1:pos:R:3 method="wB97M-V/def2-TZVPD" homo_lumo_gap_ev=9.5479 relative_energy_kcal_mol=52.05 smiles=CC(C)NCCN e_homo_ha=-0.309
C 0.63 2.77 0.37
H -1.87 1.66 0.80
H 0.96 1.11 1.66
H -1.51 0.33 1.84
H 0.03 3.48 1.05
C 0.43 -1.17 0.15
H 1.68 2.86 0.69
N 0.30 0.25 -0.23
H -0.46 -1.44 0.83
H 0.67 -3.08 -0.45
H 1.25 -1.31 0.98
H 1.33 -2.06 -1.69
C 0.20 1.26 0.83
H -0.91 -3.03 -2.32
H 0.29 2.98 -0.61
H -0.38 0.36 -0.95
C 0.60 -2.14 -1.01
N -0.81 -2.23 -1.68
H -1.14 1.70 2.54
H -0.99 -1.49 -2.37
C -1.10 1.24 1.56